Record 1
Molecular formula: C4H8
Method: DFT, ωB97M-V/def2-TZVPD

Output
F_max: 0.104 Eh/bohr
Energy relative to the best compared isomer or geometry (same formula, charge and spin): 134.99 kJ/mol
SMILES: C=CCC
Electronic energy: -4275.794 eV
Highest occupied orbital energy: -0.33597 hartree
Frontier orbital gap: 10.356 eV

ORCA input file:
```
! wB97M-V def2-TZVPD RIJCOSX def2/J DEFGRID3
* xyz 0 1
C -0.76 -0.41 1.20
C 0.60 -0.32 0.58
C 0.74 0.39 -0.65
C -0.39 0.48 -1.43
H -1.62 -0.85 0.67
H -1.02 0.57 1.48
H -0.62 -1.12 1.99
H 1.32 -0.07 1.35
H 1.14 -1.34 0.44
H 1.43 1.14 -0.70
H -1.24 -0.13 -1.01
H -0.56 0.99 -2.40
*
```

=====

Record 2
Molecular formula: C4H8AgBr4FPt
Method: DFT, ωB97M-V/def2-TZVPD

Output
F_max: 0.035 Eh/bohr
Energy relative to the best compared isomer or geometry (same formula, charge and spin): 93.38 kJ/mol
Electronic energy: -294386.934 eV
Highest occupied orbital energy (alpha / beta): -0.54676 / -0.54674 hartree
Frontier orbital gap (alpha / beta): 5.633 / 2.434 eV

ORCA input file:
```
! wB97M-V def2-TZVPD RIJCOSX def2/J DEFGRID3
* xyz 2 3
Ag -0.02 -0.26 3.09
Pt 2.40 -1.99 1.08
F 0.74 -0.59 0.86
Br -1.04 3.77 0.91
C 1.00 3.51 0.89
C 1.48 2.66 -0.25
Br 3.45 2.84 -0.35
H 1.26 2.95 1.79
H 1.51 4.47 0.99
H 1.10 3.10 -1.17
H 1.27 1.60 -0.17
Br -3.50 -3.43 0.22
C -1.73 -2.60 -0.16
C -1.25 -2.86 -1.58
Br -2.54 -2.40 -3.03
H -1.01 -3.01 0.55
H -1.80 -1.51 -0.13
H -1.01 -3.91 -1.73
H -0.32 -2.35 -1.80
*
```

=====

Record 3
Molecular formula: C4H8BF2NO4
Method: DFT, ωB97M-V/def2-TZVPD

Output
F_max: 0.079 Eh/bohr
Energy relative to the best compared isomer or geometry (same formula, charge and spin): 281.23 kJ/mol
SMILES: OB(O)ON1CCOCC1(F)F
Electronic energy: -20070.131 eV
Highest occupied orbital energy: -0.37509 hartree
Frontier orbital gap: 10.440 eV

ORCA input file:
```
! wB97M-V def2-TZVPD RIJCOSX def2/J DEFGRID3
* xyz 0 1
B -2.53 0.22 -0.09
C 0.80 1.05 -0.86
C 2.17 1.01 -0.02
C 1.72 -1.21 0.52
C 0.37 -1.24 -0.14
N -0.07 0.10 -0.25
O 2.64 -0.36 0.00
O -2.28 0.76 1.12
O -3.77 -0.14 -0.53
O -1.49 0.10 -1.00
F 0.19 -2.12 -1.16
F -0.42 -1.94 0.82
H 0.40 2.14 -0.78
H 0.97 0.81 -1.90
H 3.03 1.41 -0.57
H 2.16 1.41 0.98
H 1.46 -0.99 1.62
H 2.08 -2.29 0.41
H -2.92 1.14 1.73
H -4.51 0.14 0.12
*
```

=====

Record 4
Molecular formula: C4H8BN
Method: DFT, ωB97M-V/def2-TZVPD

Output
F_max: 0.056 Eh/bohr
Energy relative to the best compared isomer or geometry (same formula, charge and spin): 220.20 kJ/mol
SMILES: C=C[C@@H]1NB1C
Electronic energy: -6442.287 eV
Highest occupied orbital energy: -0.31243 hartree
Frontier orbital gap: 9.100 eV

ORCA input file:
```
! wB97M-V def2-TZVPD RIJCOSX def2/J DEFGRID3
* xyz 0 1
B 0.56 -0.96 0.19
C 0.46 0.41 -0.67
C -0.48 1.55 -0.50
C -1.77 1.57 -0.30
C 1.12 -1.65 1.40
N -0.22 -0.83 -0.86
H 1.39 0.57 -1.30
H -0.10 2.55 -0.33
H -2.48 0.79 -0.63
H -2.12 2.64 -0.28
H 0.83 -2.76 1.55
H 1.25 -1.03 2.29
H 2.20 -1.71 1.14
H -0.65 -1.12 -1.70
*
```

=====

Record 5
Molecular formula: C4H8BN
Method: DFT, ωB97M-V/def2-TZVPD

Output
F_max: 0.061 Eh/bohr
Energy relative to the best compared isomer or geometry (same formula, charge and spin): 423.86 kJ/mol
Electronic energy: -6440.176 eV
Highest occupied orbital energy: -0.33124 hartree
Frontier orbital gap: 8.447 eV

ORCA input file:
```
! wB97M-V def2-TZVPD RIJCOSX def2/J DEFGRID3
* xyz 0 1
B 1.22 0.10 0.12
C -1.57 -0.09 1.22
C 2.35 -1.00 0.51
C -1.77 0.65 -1.13
C -1.02 0.79 0.24
N -1.85 -1.01 1.88
H 1.52 0.51 -1.00
H -0.80 1.87 0.52
H 3.19 -0.42 0.75
H 2.62 -1.72 -0.26
H 2.10 -1.53 1.43
H -1.18 1.00 -2.01
H -2.14 -0.39 -1.12
H -2.66 1.22 -1.14
*
```

=====

Record 6
Molecular formula: C4H8Br
Method: DFT, ωB97M-V/def2-TZVPD

Output
F_max: 0.080 Eh/bohr
Energy relative to the best compared isomer or geometry (same formula, charge and spin): 172.16 kJ/mol
Electronic energy: -74316.422 eV
Highest occupied orbital energy (alpha / beta): -0.31679 / -0.34682 hartree
Frontier orbital gap (alpha / beta): 9.099 / 8.809 eV

ORCA input file:
```
! wB97M-V def2-TZVPD RIJCOSX def2/J DEFGRID3
* xyz 0 2
Br -0.27 -3.93 1.54
H 0.34 -3.62 0.22
C -1.55 0.41 0.00
C -0.23 0.90 -0.23
C -0.02 1.67 -1.28
C 0.96 0.35 0.59
H -1.78 -0.29 -0.77
H -1.49 -0.35 0.81
H 0.81 2.41 -1.38
H -0.81 1.79 -2.05
H 0.73 -0.38 1.40
H 1.81 -0.16 0.03
H 1.52 1.19 1.12
*
```

=====

Record 7
Molecular formula: C4H8BrClFN2
Method: DFT, ωB97M-V/def2-TZVPD

Output
F_max: 0.161 Eh/bohr
Energy relative to the best compared isomer or geometry (same formula, charge and spin): 0.00 kJ/mol
Electronic energy: -92531.108 eV
Highest occupied orbital energy: -0.48407 hartree
Frontier orbital gap: 9.786 eV

ORCA input file:
```
! wB97M-V def2-TZVPD RIJCOSX def2/J DEFGRID3
* xyz 1 1
C -0.63 -0.80 -0.71
C 0.20 -1.68 0.34
C 0.00 0.50 1.19
C -0.40 1.71 -1.38
N -0.41 0.57 -0.24
N 0.98 -0.76 1.18
F -0.53 1.22 -2.50
Cl -1.53 2.89 -0.85
Br 1.41 2.51 -1.22
H -0.16 -0.82 -1.69
H -1.68 -1.11 -0.84
H -0.64 -2.26 0.84
H 0.88 -2.39 -0.19
H 0.35 1.50 1.57
H -0.94 0.36 1.79
H 1.27 -0.86 2.10
H 1.81 -0.59 0.61
*
```

=====

Record 8
Molecular formula: C4H8BrClN
Method: DFT, ωB97M-V/def2-TZVPD

Output
F_max: 0.095 Eh/bohr
Energy relative to the best compared isomer or geometry (same formula, charge and spin): 166.37 kJ/mol
SMILES: C[C@]([NH3+])(Br)/C=C/Cl
Electronic energy: -88323.386 eV
Highest occupied orbital energy: -0.50864 hartree
Frontier orbital gap: 10.240 eV

ORCA input file:
```
! wB97M-V def2-TZVPD RIJCOSX def2/J DEFGRID3
* xyz 1 1
C -1.23 0.37 -0.42
C -2.29 -0.14 0.18
C 1.37 0.06 -1.15
C 0.46 -0.33 -0.01
N 0.80 0.21 1.35
Cl -3.92 0.27 -0.14
Br 0.40 -2.28 0.08
H -1.28 0.99 -1.22
H -2.04 -0.92 0.91
H 2.46 0.30 -0.77
H 1.66 -0.61 -1.94
H 1.05 1.06 -1.63
H 1.39 1.05 1.11
H 1.25 -0.47 1.85
H -0.07 0.43 1.80
*
```

=====

Record 9
Molecular formula: C4H8BrFNO
Method: DFT, ωB97M-V/def2-TZVPD

Output
F_max: 0.031 Eh/bohr
SMILES: F[C@@H]1[NH2+]CCO[C@H]1Br
Electronic energy: -80568.030 eV
Highest occupied orbital energy: -0.54759 hartree
Frontier orbital gap: 11.399 eV

ORCA input file:
```
! wB97M-V def2-TZVPD RIJCOSX def2/J DEFGRID3
* xyz 1 1
F -2.09 0.11 0.63
C -0.87 0.57 0.86
N -0.35 1.06 -0.46
C -0.10 -0.12 -1.35
C 0.93 -0.98 -0.71
O 0.42 -1.47 0.52
C 0.06 -0.49 1.41
Br 1.62 0.49 2.08
H -0.92 1.38 1.56
H 0.53 1.56 -0.25
H -1.04 1.67 -0.89
H -1.00 -0.70 -1.41
H 0.21 0.22 -2.32
H 1.13 -1.84 -1.33
H 1.88 -0.47 -0.58
H -0.41 -0.98 2.24
*
```

=====

Record 10
Molecular formula: C4H8BrINO3S
Method: DFT, ωB97M-V/def2-TZVPD

Output
F_max: 0.085 Eh/bohr
Energy relative to the best compared isomer or geometry (same formula, charge and spin): 178.26 kJ/mol
Electronic energy: -100885.887 eV
Highest occupied orbital energy (alpha / beta): -0.16530 / -0.16520 hartree
Frontier orbital gap (alpha / beta): 6.377 / 6.374 eV

ORCA input file:
```
! wB97M-V def2-TZVPD RIJCOSX def2/J DEFGRID3
* xyz -1 1
C 0.34 1.23 -0.81
C 0.68 -1.29 -0.83
C -0.67 -0.26 0.94
C 0.25 -0.06 -0.05
N -2.67 0.08 -0.48
O 1.64 1.32 1.91
O 2.05 -1.13 1.66
O 2.99 0.46 0.19
S 1.89 0.15 1.07
Br -3.64 -1.48 -0.75
I -3.89 1.66 0.11
H -0.66 1.72 -0.77
H 0.49 1.01 -1.83
H 0.90 1.94 -0.25
H 0.52 -2.09 -0.16
H 1.81 -1.06 -1.13
H -0.02 -1.48 -1.70
H -0.90 -1.35 1.37
H -1.11 0.64 1.49
*
```

=====

Record 11
Molecular formula: C4H8BrN3
Method: DFT, ωB97M-V/def2-TZVPD

Output
F_max: 0.097 Eh/bohr
Energy relative to the best compared isomer or geometry (same formula, charge and spin): 232.81 kJ/mol
Electronic energy: -78786.094 eV
Highest occupied orbital energy: -0.29365 hartree
Frontier orbital gap: 8.882 eV

ORCA input file:
```
! wB97M-V def2-TZVPD RIJCOSX def2/J DEFGRID3
* xyz 0 1
C 0.68 -1.35 -0.99
C -1.08 -0.77 -0.34
C -1.09 -1.55 0.95
C 1.36 1.93 0.17
N 1.33 -0.29 -0.84
N -0.79 0.62 -0.34
N 0.68 0.75 -0.48
Br -2.32 -1.35 -1.75
H 0.90 -2.41 -1.42
H -1.13 -2.55 0.62
H -2.00 -1.20 1.42
H -0.21 -1.19 1.42
H 1.04 1.98 1.19
H 2.37 1.70 0.06
H 1.30 2.88 -0.50
H -1.24 1.26 -1.09
*
```

=====

Record 12
Molecular formula: C4H8BrNO
Method: DFT, ωB97M-V/def2-TZVPD

Output
F_max: 0.109 Eh/bohr
Energy relative to the best compared isomer or geometry (same formula, charge and spin): 178.69 kJ/mol
Electronic energy: -77852.223 eV
Highest occupied orbital energy (alpha / beta): -0.22370 / -0.35475 hartree
Frontier orbital gap (alpha / beta): 6.983 / 7.315 eV

ORCA input file:
```
! wB97M-V def2-TZVPD RIJCOSX def2/J DEFGRID3
* xyz 0 3
C -0.17 -1.19 0.72
C -0.93 -0.05 1.33
C -0.03 0.62 -0.71
C 1.49 0.92 -0.87
N -0.25 -0.89 -0.68
O -0.60 1.06 0.47
Br -1.95 -1.19 -1.51
H 0.75 -1.51 1.16
H -0.70 -2.09 1.01
H -1.96 -0.15 1.14
H -0.52 0.24 2.29
H -0.61 1.28 -1.48
H 2.08 0.03 -0.78
H 1.71 1.61 -0.19
H 1.68 1.31 -1.90
*
```

=====

- Look up the electronic energy of the fourth one.
  -6442.287 eV